97
Properties=species:S:1:pos:R:3:lowdin_spin:R:1 method="wB97M-V/def2-TZVPD" spin_multiplicity=2 e_above_lowest_kj_mol=134.79 s2=0.75 charge=-2 lumo_energy_ev="3.36 / 3.34" fmax_ev_per_a=0.82
Rb -2.108 -2.170 1.060 0.0178
C 1.649 0.452 6.094 0.0003
C 2.219 -0.435 4.990 0.0006
S 1.261 -0.554 3.472 0.0089
C 1.310 1.137 2.853 0.0042
C 0.272 2.107 3.429 0.0004
S -1.397 1.412 3.366 0.0008
C -1.994 1.406 5.090 0.0000
C -1.023 1.470 6.266 0.0000
S -0.025 -0.003 6.631 0.0000
H 1.652 1.500 5.797 0.0000
H 2.305 0.373 6.965 0.0001
H 2.265 -1.467 5.340 0.0000
H 3.239 -0.110 4.761 0.0000
H 1.132 1.033 1.779 0.0068
H 2.318 1.549 2.968 0.0001
H 0.291 3.021 2.829 0.0000
H 0.527 2.401 4.441 0.0001
H -2.579 0.488 5.161 0.0000
H -2.687 2.243 5.205 0.0000
H -1.636 1.619 7.158 0.0000
H -0.367 2.340 6.213 0.0000
O -1.661 0.663 -0.200 0.0113
C -3.008 0.899 -0.650 0.0006
C -3.976 0.085 0.303 0.0000
O -5.060 -0.237 -0.195 0.0001
O -3.536 -0.116 1.451 0.0001
C -3.407 2.349 -0.468 0.0002
C -4.597 2.807 -1.035 0.0001
C -5.000 4.118 -0.858 0.0000
C -4.224 4.996 -0.107 0.0000
C -3.053 4.541 0.475 0.0000
C -2.649 3.221 0.301 0.0000
C -3.062 0.469 -2.112 0.0000
C -2.624 1.353 -3.097 0.0000
C -2.506 0.950 -4.420 0.0000
C -2.824 -0.352 -4.778 0.0000
C -3.261 -1.241 -3.806 0.0000
C -3.384 -0.830 -2.487 0.0001
H -1.078 1.236 -0.716 0.0016
H -5.204 2.110 -1.598 0.0000
H -5.928 4.459 -1.302 0.0000
H -4.541 6.023 0.032 0.0000
H -2.452 5.206 1.083 0.0000
H -1.761 2.855 0.798 0.0000
H -2.375 2.375 -2.828 0.0000
H -2.159 1.654 -5.167 0.0000
H -2.719 -0.679 -5.806 0.0000
H -3.481 -2.272 -4.049 0.0000
H -3.740 -1.540 -1.754 0.0000
Cl -2.626 -3.643 6.725 0.0000
Ge -1.707 -2.674 4.861 0.0000
Cl 0.385 -3.625 5.139 0.0000
Cl -2.448 -4.258 3.259 0.0001
C 1.990 -1.998 -3.933 0.0219
C 1.301 -2.099 -2.563 0.0765
C 1.368 -3.566 -2.116 0.0054
C -0.188 -1.771 -2.752 0.0197
Si 2.034 -0.895 -1.255 0.5172
C 2.192 0.933 -1.911 0.0786
C 3.499 1.155 -2.687 0.0208
C 1.028 1.310 -2.835 0.0044
C 2.135 1.923 -0.739 0.0208
C 3.674 -1.536 -0.424 0.0795
C 3.350 -2.689 0.540 0.0183
C 4.368 -0.458 0.415 0.0052
C 4.671 -2.050 -1.474 0.0218
H 1.503 -2.700 -4.617 0.0056
H 3.051 -2.257 -3.885 0.0005
H 1.905 -1.003 -4.370 0.0007
H 0.818 -4.176 -2.839 -0.0001
H 0.893 -3.720 -1.146 0.0032
H 2.390 -3.943 -2.063 0.0001
H -0.617 -2.481 -3.462 0.0002
H -0.365 -0.765 -3.132 0.0005
H -0.757 -1.868 -1.825 0.0077
H 3.579 0.488 -3.545 0.0007
H 4.382 1.011 -2.065 0.0007
H 3.529 2.185 -3.064 0.0058
H 1.026 0.747 -3.767 0.0001
H 1.106 2.373 -3.091 0.0001
H 0.054 1.156 -2.368 0.0022
H 2.936 1.783 -0.018 0.0010
H 1.186 1.839 -0.202 0.0075
H 2.204 2.948 -1.123 0.0002
H 2.686 -2.367 1.342 0.0070
H 4.280 -3.033 1.009 0.0001
H 2.900 -3.541 0.043 0.0008
H 3.709 -0.078 1.197 0.0027
H 4.729 0.380 -0.181 0.0001
H 5.237 -0.905 0.912 0.0000
H 4.268 -2.889 -2.040 0.0008
H 5.580 -2.401 -0.970 0.0061
H 4.966 -1.278 -2.186 0.0007
Se -2.810 -4.658 -1.949 0.0003
C -1.723 -4.850 -3.402 0.0000
N -1.023 -4.964 -4.322 0.0000

90
Properties=species:S:1:pos:R:3:lowdin_charge:R:1 method="wB97M-V/def2-TZVPD" spin_multiplicity=1 e_above_lowest_kj_mol=0.00 charge=+3 lumo_energy_ev=-10.47 fmax_ev_per_a=6.66
C -1.907 -2.015 -1.501 -0.3022
C 0.168 -1.717 -2.535 -0.2925
C -2.296 -2.915 -2.484 0.0259
C -0.191 -2.581 -3.552 0.0124
C -1.436 -3.206 -3.547 0.0370
H -3.302 -3.338 -2.458 0.1416
H 0.500 -2.761 -4.384 0.1404
H -1.736 -3.887 -4.350 0.1448
N -0.660 -1.471 -1.474 -0.0219
P -2.531 0.229 0.108 1.0190
P 2.298 -0.764 -0.835 1.1051
C -2.875 -1.526 -0.436 -0.2205
H -3.915 -1.606 -0.790 0.0992
H -2.799 -2.176 0.455 0.0990
C 0.445 2.197 1.198 -0.0270
O 0.806 2.929 2.017 0.2032
C 1.397 -0.847 -2.591 -0.2538
H 2.104 -1.195 -3.354 0.1128
C 3.680 0.541 -1.059 -0.6333
C 2.912 -2.478 -0.420 -0.6626
C -3.208 1.360 -1.285 -0.6292
C -3.440 0.473 1.743 -0.6468
C 3.245 1.894 -0.448 -0.1012
H 3.240 1.882 0.649 0.0787
H 3.964 2.666 -0.772 0.1182
H 2.262 2.222 -0.801 0.0310
C 4.935 0.084 -0.304 -0.0764
H 4.766 0.030 0.779 0.0850
H 5.323 -0.875 -0.665 0.0792
H 5.724 0.833 -0.467 0.1122
C 4.000 0.767 -2.548 -0.0539
H 5.008 1.204 -2.627 0.1144
H 3.997 -0.153 -3.145 0.0785
H 3.305 1.486 -3.003 0.0797
C 3.510 -2.396 1.011 -0.0844
H 3.112 -1.541 1.582 0.0538
H 3.242 -3.304 1.570 0.0940
H 4.605 -2.339 0.999 0.0865
C 1.725 -3.467 -0.396 -0.0863
H 0.854 -3.052 0.127 0.0607
H 1.421 -3.763 -1.406 0.0797
H 2.032 -4.375 0.145 0.1082
C 3.939 -2.898 -1.498 -0.0565
H 4.069 -2.173 -2.320 0.0668
H 4.926 -3.081 -1.050 0.0960
H 3.615 -3.844 -1.958 0.0972
C -3.108 1.899 2.248 -0.0714
H -3.107 1.906 3.350 0.1034
H -2.108 2.241 1.928 0.0408
H -3.850 2.636 1.914 0.0887
C -2.917 -0.550 2.773 -0.0860
H -2.917 -1.573 2.378 0.0804
H -1.919 -0.320 3.155 0.0254
H -3.633 -0.571 3.613 0.1127
C -4.956 0.227 1.576 -0.0596
H -5.343 -0.298 2.462 0.0998
H -5.525 1.161 1.505 0.0943
H -5.208 -0.408 0.715 0.0757
C -2.545 1.050 -2.652 -0.0684
H -3.310 0.924 -3.433 0.1060
H -1.878 1.859 -2.975 0.0788
H -1.942 0.141 -2.651 0.0410
C -2.908 2.823 -0.891 -0.0796
H -1.866 2.971 -0.569 0.0579
H -3.075 3.476 -1.763 0.1121
H -3.569 3.181 -0.091 0.0773
C -4.720 1.151 -1.454 -0.0755
H -4.966 0.109 -1.706 0.0899
H -5.298 1.453 -0.573 0.0709
H -5.069 1.780 -2.290 0.1139
Hf 0.027 0.244 0.001 1.2778
N 0.432 1.207 -1.732 -0.0711
C 0.925 0.623 -2.784 -0.3496
C 0.985 1.259 -4.113 -0.1985
C 0.967 2.668 -4.169 -0.0211
C 1.093 0.524 -5.314 -0.0041
C 1.105 3.326 -5.395 -0.0299
H 0.854 3.216 -3.230 0.1160
C 1.211 1.191 -6.533 -0.0346
H 1.080 -0.564 -5.276 0.1027
C 1.222 2.587 -6.582 -0.0181
H 1.122 4.414 -5.418 0.1219
H 1.295 0.615 -7.453 0.1235
H 1.319 3.105 -7.537 0.1297
C 0.156 -0.067 4.734 0.0078
C 0.342 -0.290 3.314 -0.1390
N 0.475 -0.358 2.148 0.0597
H 1.119 0.107 5.254 0.1301
H -0.333 -0.950 5.185 0.1293
H -0.489 0.825 4.905 0.1276

106
Properties=species:S:1:pos:R:3:lowdin_charge:R:1 method="wB97M-V/def2-TZVPD" spin_multiplicity=1 e_above_lowest_kj_mol=10.15 charge=-1 lumo_energy_ev=0.74 fmax_ev_per_a=8.49
N -0.190 0.363 -0.279 -0.5287
O 0.889 0.416 0.382 -0.1011
O -0.119 0.775 -1.453 -0.0548
O -0.948 -0.662 0.035 -0.1132
C 2.810 2.837 2.078 -0.0710
C 3.004 3.286 0.681 0.0224
C 4.145 4.369 0.203 0.1220
C 4.920 4.923 1.415 -0.1028
C 4.780 4.372 2.813 -0.0042
C 3.814 3.254 3.061 -0.0696
N 5.803 6.117 1.110 -0.4130
O 5.642 6.754 0.093 0.0606
O 6.701 6.341 1.849 0.0678
H 2.236 1.932 1.983 0.0668
H 2.500 2.825 -0.034 -0.0151
H 4.384 4.717 -0.801 0.0649
H 5.330 5.022 3.713 0.1563
H 3.623 3.017 4.049 0.0479
C 2.730 -2.572 0.472 -0.1206
C 2.977 -2.103 1.917 0.0140
C 4.088 -2.858 2.675 0.0096
C 5.100 -3.556 1.873 -0.0916
C 4.798 -4.062 0.445 0.0567
C 3.517 -3.478 -0.165 -0.1067
N 6.508 -3.939 2.374 -0.3427
O 6.892 -3.468 3.467 0.0285
O 7.333 -4.488 1.655 0.0386
H 1.776 -2.370 -0.016 0.0880
H 2.091 -1.612 2.483 0.1240
H 4.454 -2.493 3.568 0.0563
H 5.507 -4.810 -0.167 0.1390
H 3.287 -3.771 -1.167 0.0829
C -4.999 1.207 -2.837 -0.1142
C -6.205 0.344 -3.305 -0.0186
C -6.125 -1.193 -3.159 0.0350
C -4.941 -1.694 -2.348 -0.0888
C -3.779 -0.744 -1.949 0.0819
C -3.926 0.711 -2.183 -0.1171
N -4.809 -3.092 -2.036 -0.3910
O -5.796 -3.807 -2.112 0.0545
O -3.741 -3.542 -1.656 0.0729
H -5.096 2.372 -2.999 0.1299
H -7.076 0.874 -3.672 0.0610
H -6.835 -1.929 -3.614 0.1010
H -2.949 -1.138 -1.515 0.0346
H -3.379 1.411 -1.545 0.1102
C 5.355 2.375 -3.127 -0.3250
O 5.140 3.558 -2.866 -0.0211
N 4.363 1.425 -3.020 -0.1568
C 4.653 -0.029 -3.321 -0.0461
C 2.975 1.755 -2.502 -0.0231
H 6.178 1.847 -3.637 0.1274
H 5.551 -0.415 -3.656 0.0456
H 3.877 -0.221 -4.088 0.0812
H 4.293 -0.730 -2.511 0.0924
H 2.716 2.839 -2.465 0.1004
H 2.845 1.420 -1.490 0.0456
H 2.239 1.084 -2.998 0.0812
C -1.142 -2.185 -6.108 -0.2264
O -1.808 -3.034 -6.740 -0.0354
N -1.890 -1.048 -5.602 -0.2248
C -1.179 -0.054 -4.878 -0.1128
C -3.271 -0.888 -5.866 -0.0770
H -0.108 -2.215 -5.747 0.1243
H -0.043 -0.013 -5.041 0.1035
H -1.477 -0.040 -3.793 0.0817
H -1.326 0.964 -5.252 0.0773
H -3.839 -1.864 -5.618 0.1177
H -3.360 -0.634 -6.840 0.0395
H -3.763 -0.008 -5.231 0.1207
C -2.312 4.470 2.720 -0.2845
O -3.204 3.755 2.168 -0.0524
N -1.056 3.991 2.950 -0.1902
C -0.139 4.798 3.679 -0.1056
C -0.576 2.677 2.312 0.0108
H -2.339 5.478 2.945 0.0968
H -0.657 5.671 4.157 0.0827
H 0.624 5.068 2.888 0.1040
H 0.237 4.301 4.708 0.1282
H 0.078 2.243 2.908 0.0112
H 0.076 2.951 1.427 0.0916
H -1.399 2.056 1.863 0.0979
C -4.254 -1.491 1.822 -0.3304
O -4.632 -2.646 1.797 -0.0167
N -5.000 -0.550 2.497 -0.2254
C -4.656 0.821 2.586 -0.1120
C -6.320 -0.933 3.040 -0.0384
H -3.227 -1.175 1.288 0.1571
H -5.301 1.369 3.398 0.1164
H -4.646 1.386 1.648 0.0724
H -3.611 0.942 3.021 0.0885
H -7.034 -0.081 3.232 0.0966
H -6.215 -1.535 3.871 0.0540
H -6.641 -1.372 2.029 0.1164
C -1.629 -4.773 3.523 -0.3760
O -1.411 -5.600 4.337 0.0296
N -0.622 -4.362 2.753 -0.1775
C -0.738 -3.265 1.793 -0.0656
C 0.749 -4.856 2.811 -0.0506
H -2.540 -4.239 3.397 0.1258
H -1.206 -2.343 2.350 0.1105
H -1.548 -3.232 1.156 0.0308
H 0.182 -3.054 1.143 0.0782
H 0.622 -5.870 2.836 0.0319
H 0.990 -4.884 3.917 0.0997
H 1.652 -4.462 2.042 0.1414